Entry from OMol25: C31H44ClF5N2NiOP2Te as an isolated structure in a non-equilibrium geometry (wB97M-V/def2-TZVPD).

Each line ends with the Löwdin spin population.
Element x y z (Å)
1 Ni 8.44113 11.06936 11.77392  0.9363
2 C 7.38325 15.86816 11.47313  0.0026
3 C 8.44848 14.71444 11.71740  0.0075
4 C 9.44834 14.88862 12.85720  0.0002
5 P 7.49417 13.07722 11.92065  0.0331
6 C 6.06705 13.35712 10.73356  0.0091
7 C 6.33909 13.36724 9.24301  0.0008
8 C 5.10710 12.16335 10.96333  0.0005
9 C 6.84501 13.06798 13.61400  0.0611
10 C 5.90336 13.96126 14.17955  -0.0038
11 C 5.57650 14.00413 15.51804  0.0527
12 C 4.87662 15.14592 16.18583  0.0092
13 C 5.90196 12.74504 16.24714  -0.0124
14 C 6.57753 11.74716 15.57758  0.0451
15 C 7.23385 11.93872 14.27033  0.0142
16 N 7.99041 10.94496 13.71789  0.3623
17 C 8.97925 10.26378 14.39901  0.0196
18 C 9.41533 10.68690 15.72022  0.0897
19 C 10.30453 9.89791 16.38026  -0.0121
20 C 10.84244 8.74625 15.77534  0.1182
21 C 12.01208 8.16473 16.43476  0.0238
22 C 10.43920 8.30770 14.51276  -0.0119
23 C 9.45549 9.04783 13.88742  0.1010
24 P 9.15986 8.86660 12.10061  0.0493
25 C 7.92204 7.35109 12.09133  0.0166
26 C 6.55467 7.92822 12.38781  0.0001
27 C 8.31092 6.44286 13.29899  0.0047
28 C 10.57687 7.86892 11.38762  0.0135
29 C 10.33488 7.70867 9.86629  0.0017
30 C 11.87527 8.58202 11.87215  -0.0006
31 H 6.95369 15.81500 10.41037  0.0001
32 H 7.99933 16.78865 11.49708  0.0005
33 H 6.49539 15.84710 12.19723  0.0001
34 H 9.12256 14.63534 10.83155  0.0004
35 H 8.97169 15.36060 13.71163  0.0001
36 H 10.18374 15.55554 12.54585  0.0000
37 H 9.82788 13.93547 13.24800  -0.0003
38 H 5.53808 14.26600 11.09021  0.0017
39 H 7.16776 12.68797 9.00568  0.0000
40 H 6.53293 14.42172 8.93562  0.0000
41 H 5.42031 13.13254 8.70712  0.0001
42 H 5.60426 11.24474 10.62523  -0.0005
43 H 4.20996 12.32210 10.31006  -0.0001
44 H 4.75096 12.02273 12.01022  0.0003
45 H 5.50335 14.80769 13.50996  -0.0006
46 H 4.21124 14.83860 17.02177  0.0011
47 H 4.24168 15.61665 15.35087  0.0010
48 H 5.54018 15.86093 16.56980  0.0030
49 H 5.61345 12.66225 17.26883  -0.0011
50 H 6.62654 10.75143 16.10931  0.0007
51 H 9.00184 11.64281 16.09450  0.0028
52 H 10.75303 10.22844 17.34455  -0.0026
53 H 13.02265 8.53909 16.07561  0.0100
54 H 12.08627 7.06019 16.44758  0.0035
55 H 11.93664 8.31592 17.56739  0.0015
56 H 10.82897 7.47270 14.00198  -0.0021
57 H 7.94114 6.77888 11.14648  0.0006
58 H 5.93427 7.15781 12.81034  0.0001
59 H 6.12555 8.32856 11.45553  0.0001
60 H 6.80148 8.64709 13.18762  0.0000
61 H 7.83363 6.72215 14.29731  0.0006
62 H 9.38529 6.25789 13.36110  0.0000
63 H 7.76294 5.51510 13.06905  0.0009
64 H 10.46123 6.98376 11.96946  0.0021
65 H 10.81939 6.70326 9.58340  0.0001
66 H 10.83410 8.46896 9.25486  0.0000
67 H 9.31663 7.77376 9.59228  0.0007
68 H 12.63348 8.66055 11.08549  -0.0002
69 H 12.31721 8.02040 12.73292  -0.0004
70 H 11.77323 9.62910 12.08859  0.0000
71 Cl 9.03944 10.76609 6.34320  0.0021
72 C 9.84820 10.87904 7.86237  0.0024
73 C 11.14674 11.37769 7.93268  -0.0051
74 C 11.60540 11.67568 9.21222  0.0025
75 C 10.78030 11.51150 10.34860  -0.0020
76 N 9.48035 11.05460 10.20665  0.0405
77 C 9.11432 10.65560 9.02038  0.0018
78 H 11.67226 11.54993 6.94335  -0.0003
79 H 12.51410 12.23981 9.39592  0.0004
80 H 11.12748 11.85573 11.29750  -0.0001
81 H 8.18003 10.11806 8.85848  0.0007
82 F 14.95246 12.54183 12.79378  0.0000
83 Te 13.11498 12.17178 13.09116  -0.0001
84 F 13.47946 13.11702 14.65078  -0.0002
85 F 13.29802 11.11445 11.46834  0.0001
86 F 13.72422 10.59165 14.03841  -0.0001
87 F 12.70857 13.69427 12.09585  0.0001
88 O 11.35210 11.75213 13.38237  0.0007

Atomic forces in eV per Å
-0.60 -0.75 1.42
0.51 -0.27 -0.65
-1.03 -0.68 -0.51
-2.02 -0.59 1.13
0.44 1.46 -1.91
-1.45 -0.79 1.82
0.57 1.69 0.12
-0.82 0.09 -0.01
-1.02 0.66 -1.22
0.00 2.29 -0.98
0.75 -2.99 1.07
-2.46 -0.73 -1.74
0.26 2.12 -2.59
0.68 -0.91 0.59
-1.85 -0.88 3.63
1.80 -0.30 -0.83
-1.36 0.69 2.36
-1.08 0.25 -1.28
0.62 0.51 0.44
0.49 -0.04 -0.52
1.84 -1.32 2.63
-1.15 1.80 1.47
0.63 0.25 -1.69
-1.40 -2.39 -0.65
0.92 0.85 1.33
0.74 0.13 -0.24
-1.62 -0.64 -0.30
-0.06 2.67 0.65
2.60 -1.46 0.48
0.83 -1.18 -0.76
0.66 0.00 1.61
-0.83 -0.05 0.33
1.66 0.36 -0.89
-0.96 -0.23 0.12
-0.27 0.11 0.26
1.70 0.84 -0.43
0.34 0.18 -0.47
0.22 -0.44 -0.51
-0.27 0.25 -0.32
0.52 -0.85 -0.08
0.12 -0.45 -0.03
-0.16 0.02 0.15
0.60 -0.25 0.61
0.37 0.14 -0.66
0.73 -1.33 1.15
0.37 0.03 -0.64
0.74 -0.27 1.48
1.08 1.07 0.39
-0.35 -0.34 0.53
0.37 1.16 -0.82
0.61 -0.78 -0.05
-0.54 -0.34 -0.79
-1.33 -0.13 0.32
-0.23 0.34 -0.75
0.35 0.36 -1.45
0.66 -0.76 0.06
0.31 0.36 0.39
-0.63 -0.28 0.05
-0.12 0.34 0.72
-1.04 0.25 -0.43
1.03 0.28 -1.31
-0.43 -0.25 0.30
0.57 -0.24 0.17
0.18 -1.16 -0.34
-1.04 1.40 0.03
0.19 0.02 0.43
-1.24 -0.43 -0.22
0.01 -0.61 -0.06
-0.20 0.82 -0.78
-0.56 0.24 0.70
0.01 -0.42 -0.18
0.74 0.42 0.24
-0.37 0.03 -1.02
-0.42 0.49 0.87
-1.15 0.11 -2.79
3.45 0.83 -0.21
-0.75 -0.37 -1.73
-0.36 -0.02 1.65
0.21 -0.55 -0.21
-0.47 -0.06 0.50
-0.22 0.44 0.52
-0.99 -0.17 -0.23
-0.16 -2.86 1.06
-0.37 0.37 0.09
0.17 0.98 0.84
-0.15 0.96 -0.68
0.30 0.33 -0.29
1.61 0.59 -0.41

Kohn-Sham gap (alpha / beta) ... 7.059 / 6.007 eV
E_HOMO (alpha / beta) ... -6.8 / -8.1 eV
2S+1 ... 3
LUMO (alpha / beta) ... 0.0079 / -0.0756 Eh
F_max ... 4.2 eV Å⁻¹